# C20H42O

One molecule with the formula C20H42O (ωB97M-V/def2-TZVPD, OMol25).

Calculated values
Energy above the lowest of the compared OMol25 structures with the same formula, charge and spin: 18.200 eV
Charge: 0
Lowest unoccupied orbital energy: 0.72 eV
M: 298.6 g/mol
Structure (SMILES): CCCCCCCCCC[C@H](CO)CCCCCCCC

Each atom is followed by the atoms it is bonded to, with distances in Å.
CARTESIAN COORDINATES (ANGSTROEM)
1 C -4.018 -1.800 -2.334  C2 1.490, H61 1.258, H62 1.078, H63 1.093
2 C -3.364 -2.191 -1.054  C1 1.490, C3 1.587, H59 1.084, H60 1.101
3 C -3.538 -0.966 -0.060  C2 1.587, C4 1.524, H57 1.251, H58 0.905
4 C -3.043 -1.449 1.298  C3 1.524, C5 1.347, H55 1.153, H56 1.066
5 C -3.311 -0.534 2.249  C4 1.347, C6 1.557, H53 1.157, H54 1.127
6 C -2.778 0.927 2.156  C5 1.557, C7 1.487, H51 1.201, H52 1.093
7 C -1.293 0.842 2.130  C6 1.487, C8 1.735, H49 1.263, H50 0.903
8 C -0.586 2.374 1.727  C7 1.735, C9 1.522, H47 1.162, H48 1.279
9 C -1.069 3.203 0.545  C8 1.522, C10 1.502, H45 1.097, H46 0.886
10 C -0.853 2.435 -0.727  C9 1.502, H11 0.993, C12 1.383, H44 1.038
11 H -1.652 1.846 -0.730  C10 0.993
12 C 0.398 2.049 -1.173  C10 1.383, C13 1.724, C38 1.527, H43 1.273
13 C 0.462 0.856 -2.416  C12 1.724, C14 1.332, H36 1.221, H37 1.123
14 C -0.076 -0.284 -1.984  C13 1.332, H15 0.986, H16 1.125, C17 1.724
15 H -0.739 -0.375 -1.259  C14 0.986
16 H -0.798 -0.718 -2.731  C14 1.125
17 C 1.028 -1.593 -1.787  C14 1.724, C18 1.529, H34 1.086, H35 1.098
18 C 1.843 -1.254 -0.538  C17 1.529, C19 1.506, H32 0.930, H33 1.212
19 C 2.995 -2.224 -0.500  C18 1.506, C20 1.618, H30 1.266, H31 1.027
20 C 3.695 -2.152 0.957  C19 1.618, C21 1.489, H28 1.040, H29 1.120
21 C 4.587 -0.977 0.761  C20 1.489, C22 1.689, H26 1.106, H27 0.919
22 C 5.453 -0.885 2.209  C21 1.689, H23 0.945, H24 1.157, H25 1.281
23 H 4.996 -0.881 3.037  C22 0.945
24 H 6.149 -1.809 2.206  C22 1.157
25 H 6.201 0.075 1.811  C22 1.281
26 H 5.306 -0.927 -0.078  C21 1.106
27 H 4.039 -0.249 0.881  C21 0.919
28 H 4.382 -2.932 0.909  C20 1.040
29 H 2.978 -2.199 1.816  C20 1.120
30 H 2.388 -3.322 -0.333  C19 1.266
31 H 3.569 -2.248 -1.351  C19 1.027
32 H 1.225 -1.154 0.151  C18 0.930
33 H 2.447 -0.220 -0.722  C18 1.212
34 H 0.490 -2.536 -1.769  C17 1.086
35 H 1.585 -1.524 -2.731  C17 1.098
36 H -0.148 1.729 -3.013  C13 1.221
37 H 1.469 0.968 -2.901  C13 1.123
38 C 1.476 3.127 -1.078  C12 1.527, O39 1.451, H41 1.123, H42 1.123
39 O 2.776 2.711 -1.571  C38 1.451, H40 0.965
40 H 2.987 2.311 -0.718  O39 0.965
41 H 1.259 3.564 -2.089  C38 1.123
42 H 1.330 3.888 -0.266  C38 1.123
43 H 0.792 1.334 -0.196  C12 1.273
44 H -1.251 3.046 -1.467  C10 1.038
45 H -0.544 4.167 0.556  C9 1.097
46 H -1.906 3.396 0.763  C9 0.886
47 H -0.715 2.816 2.794  C8 1.162
48 H 0.653 2.087 1.858  C8 1.279
49 H -0.905 0.468 0.988  C7 1.263
50 H -0.915 0.536 2.892  C7 0.903
51 H -3.143 1.470 1.150  C6 1.201
52 H -2.956 1.732 2.875  C6 1.093
53 H -2.742 -0.665 3.246  C5 1.157
54 H -4.347 -0.314 2.634  C5 1.127
55 H -3.429 -2.422 1.782  C4 1.153
56 H -1.985 -1.500 1.422  C4 1.066
57 H -4.786 -0.905 0.017  C3 1.251
58 H -3.303 -0.149 -0.369  C3 0.905
59 H -3.995 -2.983 -0.670  C2 1.084
60 H -2.308 -2.429 -0.851  C2 1.101
61 H -3.866 -2.683 -3.216  C1 1.258
62 H -3.510 -0.926 -2.711  C1 1.078
63 H -5.083 -1.572 -2.419  C1 1.093